17
Properties=species:S:1:pos:R:3 method="wB97M-V/def2-TZVPD" lumo_energy_ev="-1.83 / -2.89" relative_energy_ev=7.429 max_force_ev_per_a=6.04 gap_ev="8.6 / 7.7" homo_energy_ev="-10.434 / -10.617"
N -2.085 -3.179 -2.932
O -1.381 -3.581 -3.835
O -3.277 -3.259 -3.141
C 2.496 0.956 2.218
C 1.121 1.169 1.685
O 0.367 1.919 2.264
O 0.791 0.495 0.551
C -0.532 0.794 0.215
C -0.976 0.083 -1.069
O -1.142 -1.201 -0.926
H 3.038 0.243 1.596
H 3.039 1.901 2.234
H 2.445 0.575 3.238
H -1.159 0.482 1.061
H -0.600 1.888 0.127
H -1.928 0.491 -1.434
H -0.218 0.225 -1.850


17
Properties=species:S:1:pos:R:3 method="wB97M-V/def2-TZVPD" lumo_energy_ev="0.24 / 0.24" relative_energy_ev=7.199 max_force_ev_per_a=5.44 gap_ev="7.4 / 7.4" homo_energy_ev="-7.158 / -7.158"
C -0.863 -0.600 1.739
C -1.644 -0.457 0.443
C 0.294 0.446 0.202
C 0.891 2.008 -1.448
N 1.374 -1.797 -0.441
O 2.414 -1.883 -1.049
O 0.710 -2.767 -0.055
O 0.315 0.005 1.440
O -0.856 0.265 -0.486
O 1.176 1.354 -0.236
H -1.370 -0.175 2.617
H -0.731 -1.641 1.912
H -1.972 -1.283 -0.121
H -2.682 0.090 0.712
H 2.012 2.186 -1.956
H 0.516 2.963 -1.237
H 0.417 1.286 -2.035


20
Properties=species:S:1:pos:R:3 method="wB97M-V/def2-TZVPD" lumo_energy_ev=2.98 max_force_ev_per_a=1.56 gap_ev=8.8 homo_energy_ev=-5.861 total_charge=-1
O -1.977 0.194 1.457
P -2.005 0.750 0.101
O -1.201 2.112 0.010
O -1.287 -0.250 -0.953
S -4.005 1.094 -0.636
O -3.787 2.286 -1.451
O -4.313 -0.110 -1.388
O -4.769 1.298 0.574
H -1.430 2.590 -0.800
H -1.955 -0.908 -1.192
N 2.828 -1.301 -0.628
C 1.657 -0.773 -0.145
C 1.869 -0.413 1.157
C 3.221 -0.733 1.472
C 3.787 -1.280 0.351
H 2.959 -1.652 -1.557
H 0.779 -0.699 -0.763
H 1.133 0.027 1.809
H 3.718 -0.580 2.416
H 4.780 -1.652 0.166